Here is a molecular structure, C26H42MnN4Si2Te in a non-equilibrium geometry from the OMol25 dataset. Energies are from wB97M-V/def2-TZVPD.

Computed properties:
DFT total energy = -87948.22404 eV
2S+1 = 5
Strongest force on any atom = 1.3 eV Å⁻¹
⟨S²⟩ = 6.445
Charge = +3
Kohn-Sham gap (spin up / spin down) = 4.42 / 5.29 eV

Each line ends with the Löwdin spin population.
Geometry (Å):
Mn  0.480  -1.486  -0.283  3.609
C  -2.147  0.947  2.398  0.000
C  -1.439  0.514  1.277  0.006
N  -0.625  -0.535  1.304  0.020
C  -0.478  -1.223  2.471  0.007
C  -1.154  -0.861  3.638  0.001
C  -2.005  0.260  3.577  0.006
C  -0.971  -1.634  4.835  0.000
C  -0.158  -2.709  4.846  -0.001
C  0.549  -3.108  3.661  -0.001
C  1.399  -4.231  3.623  0.001
C  2.043  -4.563  2.457  0.000
C  1.840  -3.770  1.328  0.005
N  1.046  -2.703  1.332  -0.007
C  0.398  -2.370  2.485  0.002
H  -2.796  1.808  2.319  0.000
H  -1.541  1.034  0.332  0.000
H  -2.547  0.567  4.464  0.000
H  -1.506  -1.337  5.728  0.000
H  -0.028  -3.294  5.747  0.000
H  1.535  -4.827  4.517  0.000
H  2.699  -5.420  2.397  0.000
H  2.336  -4.011  0.395  0.001
C  -1.285  -3.583  -1.322  -0.010
C  -2.214  -4.160  -2.429  -0.019
N  -2.021  -3.416  -3.665  -0.095
C  -0.638  -3.504  -4.098  -0.018
C  0.287  -2.851  -3.031  -0.010
N  -0.544  -2.405  -1.874  -0.079
C  -1.536  -1.393  -2.359  -0.024
C  -2.406  -2.028  -3.485  -0.027
H  -0.548  -4.316  -0.990  -0.001
H  -1.853  -3.249  -0.449  0.000
H  -3.259  -4.090  -2.132  -0.001
H  -1.989  -5.210  -2.607  -0.002
H  -0.532  -3.003  -5.059  -0.002
H  -0.378  -4.552  -4.241  -0.002
H  0.808  -1.975  -3.426  0.000
H  1.036  -3.555  -2.662  0.000
H  -0.984  -0.522  -2.724  -0.003
H  -2.149  -1.088  -1.507  0.000
H  -2.266  -1.495  -4.425  -0.002
H  -3.462  -1.975  -3.227  -0.003
C  1.606  2.669  1.371  0.004
Si  3.237  3.028  0.539  0.019
C  3.010  3.990  -1.029  0.003
C  4.524  3.701  1.674  0.005
C  3.937  1.263  0.026  0.062
Te  2.670  0.270  -1.289  0.421
C  3.365  0.835  -3.171  0.072
Si  4.776  -0.340  -3.885  0.022
C  6.085  -0.470  -2.573  0.003
C  5.323  0.552  -5.403  0.006
C  3.955  -1.975  -4.208  0.003
H  1.162  3.601  1.727  0.000
H  1.724  2.013  2.237  0.000
H  0.884  2.218  0.681  0.003
H  2.684  5.003  -0.784  0.000
H  2.245  3.565  -1.686  0.002
H  3.942  4.087  -1.591  0.000
H  4.219  4.692  2.019  0.001
H  5.487  3.810  1.173  0.000
H  4.662  3.071  2.555  0.000
H  4.041  0.626  0.905  0.003
H  4.897  1.365  -0.485  0.004
H  3.752  1.849  -3.044  0.004
H  2.496  0.846  -3.831  0.003
H  6.541  0.497  -2.348  0.000
H  6.887  -1.111  -2.947  0.000
H  5.734  -0.923  -1.642  0.003
H  5.748  1.529  -5.171  0.000
H  4.511  0.686  -6.120  0.000
H  6.102  -0.038  -5.894  0.002
H  3.742  -2.527  -3.288  0.002
H  4.623  -2.599  -4.807  0.000
H  3.032  -1.862  -4.782  0.000

Here is a molecular structure, C26H42N3PtSeSi4Te from the OMol25 dataset. Energies are from wB97M-V/def2-TZVPD.

Computed properties:
DFT total energy = -139517.15118 eV
Strongest force on any atom = 0.9 eV Å⁻¹
Energy above the lowest of the compared OMol25 structures with the same formula, charge and spin = 100.38 kJ/mol
Charge = -1
Kohn-Sham gap = 6.57 eV

Each line ends with the Mulliken charge.
Geometry (Å):
Pt  1.374  0.409  1.260  1.344
C  3.133  -2.052  -0.657  -1.327
N  2.689  -1.531  0.629  0.088
C  3.283  -1.964  1.681  -0.153
C  2.962  -1.438  2.964  0.016
C  3.300  -1.827  4.260  -0.929
C  2.593  -0.971  5.115  -0.800
C  1.869  -0.100  4.300  -0.521
N  2.096  -0.383  3.006  0.124
C  3.631  -0.943  -1.553  0.367
C  4.949  -0.509  -1.461  -0.261
C  5.404  0.542  -2.243  -0.647
C  4.539  1.171  -3.129  -0.454
C  3.223  0.745  -3.226  -0.605
C  2.774  -0.309  -2.442  0.064
H  2.305  -2.574  -1.141  0.066
H  3.943  -2.777  -0.503  0.499
H  4.055  -2.736  1.609  0.319
H  3.956  -2.639  4.533  0.448
H  2.601  -0.972  6.193  0.439
H  1.228  0.722  4.581  0.450
H  5.620  -0.988  -0.756  0.370
H  6.429  0.879  -2.154  0.375
H  4.889  2.001  -3.731  0.409
H  2.532  1.244  -3.894  0.355
H  1.739  -0.617  -2.496  0.310
Se  2.012  2.543  2.176  -0.280
C  2.198  3.743  0.710  -0.018
C  1.992  5.106  0.919  -0.479
C  2.211  5.992  -0.123  -0.398
N  2.607  5.631  -1.343  -0.668
C  2.808  4.326  -1.529  -0.383
C  2.633  3.359  -0.555  0.089
H  1.653  5.470  1.880  0.377
H  2.048  7.054  0.032  0.342
H  3.138  4.029  -2.521  0.349
H  2.856  2.321  -0.772  0.429
C  -3.609  -2.235  2.057  -1.092
Si  -1.989  -1.278  1.844  0.343
C  -1.891  0.075  3.143  -0.798
C  -0.618  -2.535  2.110  -0.696
Si  -1.981  -0.324  -0.295  0.074
Te  -0.070  1.220  -0.778  -0.674
Si  -2.108  -1.981  -1.942  0.443
C  -0.963  -3.424  -1.544  -0.663
C  -3.861  -2.671  -2.110  -1.140
C  -1.600  -1.281  -3.614  -0.832
Si  -3.825  1.098  -0.568  0.339
C  -5.485  0.291  -0.155  -1.116
C  -3.650  2.631  0.505  -1.049
C  -3.880  1.638  -2.375  -1.057
H  -3.700  -2.594  3.087  0.377
H  -3.627  -3.107  1.399  0.231
H  -4.487  -1.629  1.831  0.205
H  -1.890  -0.348  4.151  0.407
H  -2.734  0.764  3.058  0.272
H  -0.973  0.653  3.008  0.050
H  -0.605  -2.850  3.158  0.351
H  0.371  -2.140  1.877  0.103
H  -0.779  -3.419  1.489  0.319
H  -1.321  -3.989  -0.682  0.266
H  0.041  -3.063  -1.308  -0.160
H  -0.892  -4.109  -2.394  0.397
H  -4.276  -2.952  -1.138  0.285
H  -3.870  -3.558  -2.750  0.385
H  -4.531  -1.931  -2.554  0.248
H  -0.551  -0.978  -3.598  0.093
H  -2.185  -0.395  -3.869  0.243
H  -1.737  -2.024  -4.405  0.353
H  -5.592  0.155  0.924  0.290
H  -5.594  -0.687  -0.628  0.293
H  -6.311  0.925  -0.492  0.382
H  -3.602  2.374  1.565  0.275
H  -4.500  3.303  0.355  0.359
H  -2.731  3.165  0.257  0.261
H  -4.124  0.799  -3.031  0.231
H  -2.911  2.037  -2.683  0.304
H  -4.634  2.416  -2.526  0.391

Here is a molecular structure, C26H43BrEuN6P2 in a non-equilibrium geometry from the OMol25 dataset. Energies are from wB97M-V/def2-TZVPD.

Computed properties:
DFT total energy = -144530.33579 eV
2S+1 = 8
Strongest force on any atom = 4.0 eV Å⁻¹
Energy above the lowest of the compared OMol25 structures with the same formula, charge and spin = 0.00 kJ/mol
⟨S²⟩ = 15.762
Charge = +2
Kohn-Sham gap (spin up / spin down) = 5.48 / 5.51 eV

Each line ends with the Löwdin spin population.
Geometry (Å):
N  -5.145  4.701  -3.781  -0.003
C  -4.702  5.210  -2.627  0.001
C  -3.380  5.031  -2.197  -0.002
C  -2.506  4.270  -3.006  -0.001
C  -2.998  3.804  -4.246  -0.003
C  -4.331  4.022  -4.582  0.000
C  -1.121  3.951  -2.614  -0.021
Eu  0.511  3.107  -0.942  7.020
P  3.971  0.436  -0.906  -0.002
C  -0.517  2.770  -3.070  0.012
C  -1.230  1.497  -3.197  -0.001
C  -0.729  0.464  -4.041  0.004
C  -1.047  -0.841  -3.764  -0.002
C  -1.622  -1.153  -2.472  0.009
C  -2.527  -0.146  -1.977  -0.002
C  -2.301  1.164  -2.333  0.005
Br  0.407  -0.497  -1.181  0.002
H  -0.535  4.807  -2.196  -0.001
H  0.526  2.774  -3.469  0.001
H  -3.052  5.461  -1.245  0.000
H  -2.352  3.266  -4.939  0.000
H  -5.420  5.777  -2.024  0.000
H  -4.733  3.637  -5.526  0.000
H  -0.021  0.733  -4.830  0.000
H  -2.905  1.976  -1.912  0.000
H  -0.778  -1.655  -4.443  0.000
H  -3.288  -0.450  -1.246  0.000
P  -1.511  -2.881  -1.853  0.000
C  3.245  2.104  -0.840  -0.003
C  4.364  3.144  -1.047  0.000
H  2.773  2.218  0.160  0.000
H  2.520  2.141  -1.693  -0.002
H  4.117  4.085  -0.548  0.000
H  5.326  2.794  -0.647  0.000
H  4.523  3.362  -2.112  0.000
C  3.423  -0.196  -2.534  0.000
C  4.125  -1.493  -2.948  0.000
H  3.620  0.595  -3.275  0.000
H  2.321  -0.348  -2.457  0.000
H  3.806  -1.790  -3.955  0.000
H  5.215  -1.354  -2.981  0.000
H  3.895  -2.327  -2.270  0.000
C  3.286  -0.757  0.318  0.000
C  4.323  -1.234  1.348  0.000
H  2.899  -1.623  -0.237  0.000
H  2.417  -0.290  0.802  0.000
H  3.929  -2.071  1.936  0.000
H  5.244  -1.580  0.862  0.000
H  4.585  -0.436  2.053  0.000
C  -1.116  -2.932  -0.069  0.000
C  -0.767  -4.318  0.444  0.000
H  -1.954  -2.461  0.459  0.000
H  -0.252  -2.263  0.108  0.000
H  -1.576  -5.048  0.310  0.000
H  0.134  -4.698  -0.051  0.000
H  -0.547  -4.255  1.515  0.000
C  -0.069  -3.549  -2.721  0.000
C  -0.372  -4.302  -4.017  0.000
H  0.485  -4.189  -2.016  0.000
H  0.591  -2.683  -2.896  0.000
H  -1.050  -5.145  -3.838  0.000
H  -0.785  -3.655  -4.799  0.000
H  0.564  -4.715  -4.409  0.000
C  -2.996  -3.878  -2.053  0.000
C  -4.116  -3.574  -1.056  0.000
H  -2.681  -4.933  -1.999  0.000
H  -3.346  -3.693  -3.078  0.000
H  -4.755  -2.772  -1.442  0.000
H  -4.748  -4.459  -0.919  0.000
H  -3.760  -3.271  -0.065  0.000
N  -0.047  0.622  2.588  0.001
N  -0.986  1.500  2.076  0.002
N  -2.283  1.064  1.878  0.000
C  -2.634  1.744  0.800  0.000
N  -1.612  2.411  0.214  -0.006
N  -0.542  2.176  0.995  -0.010
H  0.823  1.123  2.712  0.000
H  -0.407  0.188  3.439  0.000
H  -3.653  1.737  0.408  0.000